C17H27GeIN4O3PdS as an isolated structure. Source: OMol25; level of theory: ωB97M-V/def2-TZVPD.

Calculated values
**Charge**: 0
**Energy above the lowest of the compared OMol25 structures with the same formula, charge and spin**: 22.2 kcal/mol
**HOMO**: -8.17 eV
**Frontier orbital gap**: 8.0 eV

Geometry (Å):
Pd 0.755 0.470 0.246
C 4.866 2.302 -1.138
C 3.414 2.008 -0.856
N 2.561 3.023 -0.905
O 3.074 0.835 -0.604
H 5.084 3.367 -1.169
H 5.129 1.859 -2.099
H 5.474 1.823 -0.373
H 2.900 3.947 -1.109
H 1.542 2.892 -0.772
C 0.047 -1.598 2.405
Ge 1.532 -0.399 2.896
C 1.558 -0.195 4.842
C 3.212 -1.190 2.276
C 1.246 1.303 1.965
H 0.239 -2.597 2.801
H -0.093 -1.690 1.323
H -0.888 -1.232 2.830
H 1.693 -1.166 5.322
H 0.620 0.237 5.191
H 2.375 0.459 5.146
H 3.399 -2.145 2.769
H 4.046 -0.520 2.490
H 3.185 -1.351 1.197
H 2.150 1.908 1.869
H 0.450 1.925 2.378
C -3.137 -3.579 -2.183
C -2.848 -2.265 -2.911
C -1.478 -1.754 -2.603
N -1.206 -0.977 -1.623
N 0.129 -0.694 -1.500
C 0.869 -1.276 -2.409
N 2.201 -1.118 -2.495
S -0.060 -2.234 -3.510
H -4.145 -3.925 -2.408
H -3.055 -3.438 -1.106
H -2.433 -4.358 -2.482
H -3.553 -1.494 -2.597
H -2.958 -2.397 -3.989
H 2.664 -0.488 -1.843
H 2.739 -1.654 -3.148
I -6.055 -1.246 0.525
C -4.484 0.091 0.178
C -3.420 0.138 1.065
C -2.366 1.005 0.811
C -2.381 1.831 -0.302
C -3.477 1.802 -1.155
C -4.525 0.922 -0.933
C -1.246 2.762 -0.634
O -1.482 3.862 -1.110
O -0.064 2.313 -0.386
H -3.405 -0.501 1.936
H -1.532 1.030 1.505
H -3.493 2.478 -1.999
H -5.367 0.891 -1.612

C14H17BLiN7 as an isolated structure. Source: OMol25; level of theory: ωB97M-V/def2-TZVPD.

Calculated values
**Charge**: 0
**Energy above the lowest of the compared OMol25 structures with the same formula, charge and spin**: 11.4 kcal/mol
**HOMO**: -7.92 eV
**Frontier orbital gap**: 8.3 eV

Geometry (Å):
Li 0.040 0.066 -0.658
B -0.002 -3.121 -0.871
N 1.323 -2.327 -0.921
C 2.484 -2.967 -0.753
C 3.510 -2.042 -0.771
C 2.854 -0.834 -0.970
N 1.540 -1.026 -1.061
N -1.322 -2.311 -0.892
C -2.488 -2.952 -0.771
C -3.509 -2.021 -0.751
C -2.843 -0.807 -0.875
N -1.528 -1.003 -0.956
H -0.021 -3.862 -1.812
H 0.002 -3.710 0.178
H 2.519 -4.032 -0.640
H 4.561 -2.215 -0.638
H 3.277 0.150 -1.064
H -2.531 -4.020 -0.707
H -4.563 -2.193 -0.647
H -3.257 0.183 -0.929
N -1.054 0.070 2.157
C -0.798 -0.007 3.475
C 0.571 -0.003 3.611
C 1.056 0.078 2.299
N 0.061 0.122 1.439
H -1.948 0.065 1.688
H -1.575 -0.049 4.212
H 1.141 -0.048 4.515
H 2.069 0.106 1.954
C 0.082 4.889 -0.739
C 1.245 4.141 -0.830
C 1.141 2.759 -0.900
N -0.017 2.121 -0.887
C -1.126 2.836 -0.797
C -1.132 4.220 -0.720
H 0.120 5.967 -0.685
H 2.212 4.617 -0.854
H 2.015 2.131 -0.977
H -2.046 2.271 -0.797
H -2.063 4.760 -0.655

C22H11Co2NO7 as an isolated structure in a non-equilibrium geometry. Source: OMol25; level of theory: ωB97M-V/def2-TZVPD.

Calculated values
**Charge**: -2
**Energy above the lowest of the compared OMol25 structures with the same formula, charge and spin**: 36.9 kcal/mol
**HOMO**: -0.85 eV
**Frontier orbital gap**: 5.7 eV

Geometry (Å):
O 2.315 -0.536 1.493
C 3.501 -0.124 1.238
C 4.010 1.132 1.715
C 5.173 1.678 1.218
C 5.958 0.956 0.301
C 7.129 1.541 -0.301
N 8.084 1.995 -0.808
C 5.572 -0.343 -0.072
C 4.428 -0.903 0.446
H 3.362 1.711 2.357
H 5.519 2.663 1.552
H 6.223 -0.913 -0.746
H 4.098 -1.885 0.124
O -2.163 -3.299 -2.033
C -1.955 -2.165 -2.122
Co -1.639 -0.459 -2.187
C -0.267 -0.450 -3.291
O 0.575 -0.543 -4.061
C -2.984 0.164 -3.129
O -3.859 0.458 -3.820
C -1.721 -0.193 -0.168
C -2.909 -0.785 0.501
C -4.176 -0.910 -0.131
C -5.228 -1.617 0.466
C -5.080 -2.161 1.745
C -3.878 -1.954 2.432
C -2.819 -1.247 1.839
C -0.446 0.176 0.287
C 0.402 -0.086 1.352
Co -1.146 1.454 -0.694
C -2.358 2.309 -1.664
O -3.071 3.054 -2.183
C -0.833 2.737 0.488
O -0.593 3.581 1.240
C 0.312 1.656 -1.671
O 1.289 1.953 -2.221
H -4.337 -0.450 -1.114
H -6.158 -1.734 -0.096
H -5.880 -2.746 2.189
H -3.740 -2.344 3.443
H -1.889 -1.064 2.396
H 0.751 0.786 1.916
H 0.427 -1.093 1.775

A 2-piece molecular cluster, CH6NO overall in a non-equilibrium geometry. Source: OMol25; level of theory: ωB97M-V/def2-TZVPD.

Calculated values
**Charge**: +1
**Energy above the lowest of the compared OMol25 structures with the same formula, charge and spin**: 11.1 kcal/mol
**HOMO (alpha / beta)**: -12.91 / -16.50 eV
**Frontier orbital gap (alpha / beta)**: 9.0 / 6.0 eV
**Multiplicity**: 3

Geometry (Å):
C -0.540 0.597 0.424
N -1.485 -0.210 -0.087
O 1.554 -0.305 -0.321
H 0.104 1.101 -0.280
H -0.317 0.834 1.436
H -1.872 -1.038 0.418
H -1.642 -0.314 -1.099
H 1.324 -1.141 0.112
H 2.239 0.217 0.157

A 2-piece molecular cluster, C12H16N4O6 overall in a non-equilibrium geometry. Source: OMol25; level of theory: ωB97M-V/def2-TZVPD.

Calculated values
**SMILES**: O=[N+]([O-])c1cnc2no[n+]([O-])c2c1.CC=C(OCC)OCC
**Charge**: 0
**HOMO**: -7.90 eV
**Frontier orbital gap**: 6.0 eV

Geometry (Å):
C 2.601 2.009 -0.880
C 1.580 1.164 -1.585
O 0.532 0.923 -0.564
C -0.590 0.340 -0.992
C -0.783 -1.032 -1.092
C -2.149 -1.507 -1.232
O -1.595 1.110 -1.295
C -1.542 2.524 -0.845
C -2.805 3.106 -1.404
H 3.375 2.303 -1.592
H 2.150 2.916 -0.464
H 3.069 1.450 -0.065
H 1.133 1.687 -2.443
H 1.963 0.184 -1.897
H 0.077 -1.676 -1.224
H -2.146 -2.604 -1.227
H -2.745 -1.158 -0.374
H -2.625 -1.139 -2.150
H -1.532 2.501 0.251
H -0.639 3.014 -1.231
H -2.765 4.193 -1.355
H -2.947 2.805 -2.445
H -3.656 2.767 -0.805
O -1.180 0.798 1.443
N -0.200 0.622 2.216
C 0.338 -0.694 2.313
C -0.075 -1.675 1.408
C 0.727 -2.791 1.387
N 0.832 -3.770 0.399
O 0.113 -4.058 -0.543
O 2.054 -4.436 0.593
N 2.734 -3.906 1.717
C 1.933 -2.892 2.157
N 2.290 -1.950 3.038
C 1.475 -0.909 3.154
O 0.292 1.544 2.887
H -1.005 -1.630 0.853
H 1.710 -0.136 3.888

C43H33BCaCl2N5O4P as an isolated structure in a non-equilibrium geometry. Source: OMol25; level of theory: ωB97M-V/def2-TZVPD.

Calculated values
**Charge**: -2
**Energy above the lowest of the compared OMol25 structures with the same formula, charge and spin**: 70.4 kcal/mol
**HOMO**: -2.20 eV
**Frontier orbital gap**: 6.3 eV

Geometry (Å):
Ca -0.675 0.442 -1.101
O -0.331 2.320 -2.243
C 0.566 2.393 -3.164
C 1.419 3.529 -3.237
C 2.385 3.676 -4.206
C 2.560 2.705 -5.195
C 1.740 1.593 -5.162
C 0.766 1.395 -4.180
C -0.028 0.174 -4.282
N -0.713 -0.303 -3.320
N -1.445 -1.454 -3.539
C -2.316 -1.603 -2.559
O -2.534 -0.805 -1.594
C -3.104 -2.885 -2.595
C -3.900 -3.208 -1.503
C -4.596 -4.410 -1.473
C -4.511 -5.292 -2.541
C -3.720 -4.969 -3.640
C -3.016 -3.775 -3.664
H 1.280 4.282 -2.469
H 3.016 4.559 -4.198
H 3.320 2.813 -5.959
H 1.857 0.822 -5.919
H -0.022 -0.351 -5.243
H -3.956 -2.519 -0.671
H -5.195 -4.651 -0.603
H -5.054 -6.231 -2.519
H -3.646 -5.657 -4.475
H -2.380 -3.513 -4.499
O -2.871 1.442 0.438
N -2.026 2.190 1.197
C -1.930 3.422 0.908
C -0.923 4.175 1.662
C -1.058 5.552 1.823
C -0.123 6.281 2.538
C 0.974 5.631 3.089
C 1.134 4.265 2.905
C 0.200 3.512 2.195
P 0.495 1.764 1.721
C -0.297 0.778 3.027
C -0.587 1.181 4.264
C -1.254 0.300 5.232
C -1.627 -0.941 4.919
C -1.440 -1.499 3.551
C -0.726 -0.576 2.535
C 2.270 1.539 2.133
C 3.187 1.790 1.110
C 4.546 1.619 1.321
C 5.008 1.164 2.551
C 4.106 0.889 3.566
C 2.744 1.078 3.359
H -2.879 0.580 0.946
H -2.539 3.898 0.140
H -1.916 6.048 1.382
H -0.246 7.350 2.659
H 1.717 6.189 3.646
H 2.013 3.773 3.304
H -0.321 2.184 4.585
H -1.447 0.689 6.226
H -2.141 -1.555 5.651
H -1.095 -2.536 3.574
H 0.071 -1.046 1.948
H 2.826 2.074 0.128
H 5.238 1.796 0.509
H 6.069 1.006 2.707
H 4.456 0.517 4.522
H 2.044 0.865 4.158
Cl 4.325 0.493 -2.251
C 3.471 -0.965 -1.828
C 4.067 -2.196 -2.118
C 3.415 -3.371 -1.873
Cl 4.210 -4.890 -2.255
C 2.104 -3.372 -1.342
C 1.324 -4.527 -1.105
C 0.055 -4.400 -0.616
C -0.452 -3.113 -0.359
N 0.249 -2.026 -0.566
C 1.511 -2.125 -1.046
C 2.194 -0.851 -1.260
O 1.617 0.237 -0.956
H 5.057 -2.207 -2.553
H 1.741 -5.500 -1.329
H -0.574 -5.263 -0.441
H -1.461 -2.974 0.017
B -4.137 -1.795 2.734
C -2.640 -1.275 2.620
N -2.006 -0.502 1.778
H -4.098 -3.020 2.615
H -4.538 -1.535 3.865
H -4.848 -1.286 1.887

no.,electronic energy (eV)
1,-109102.201
2,-26108.076
3,-114065.835
4,-4658.718
5,-30938.987
6,-114219.601